DFT (ωB97M-V/def2-TZVPD) results for a 7-piece molecular cluster, C52H97BrFNO23PS overall in a non-equilibrium geometry.

The geometry in XYZ format:
```
177
Properties=species:S:1:pos:R:3:forces:R:3
C 4.168 2.219 0.695 1.387 0.352 0.253
C 3.562 1.816 2.063 3.874 -0.200 1.644
C 4.606 1.482 3.141 -0.129 -0.134 0.251
C 4.886 2.663 4.085 -0.278 -0.149 -0.381
C 5.111 3.957 3.299 -0.031 -0.373 0.830
C 5.828 5.044 4.090 -0.310 0.024 -0.422
C 5.872 6.354 3.294 0.387 -0.619 0.371
C 6.568 6.215 1.942 0.321 0.885 -0.170
C 5.981 7.107 0.845 0.007 -0.715 -0.142
C 4.487 6.798 0.680 0.238 0.447 -0.718
C 3.945 6.928 -0.754 -0.347 0.401 0.701
C 3.178 8.235 -1.027 1.021 -0.365 -0.934
C 2.182 7.974 -2.161 -0.143 0.821 1.229
P 0.493 7.345 -1.571 1.008 -1.750 -3.022
Br -0.076 9.600 -1.017 -0.400 0.764 0.433
O -1.097 6.789 -1.156 0.552 -0.124 0.950
C -1.281 6.737 0.249 -1.425 -0.507 -1.096
C -2.525 5.797 0.387 1.105 0.418 0.251
S -2.684 4.858 1.888 -1.468 0.685 0.113
O -2.010 5.481 2.987 1.218 -0.053 0.072
O -4.084 4.665 2.130 -0.723 -0.713 -0.464
C 0.055 6.364 0.904 2.459 0.867 -0.512
C 0.520 4.895 0.975 -1.546 0.136 0.054
C 0.111 3.978 -0.173 1.001 -0.776 0.683
C 0.829 2.632 -0.050 -0.375 -0.750 -0.964
O 0.758 1.806 -0.947 0.248 0.658 0.860
N 1.640 2.380 1.136 -3.427 0.445 -1.695
C 1.077 1.383 1.991 -1.198 1.463 -1.148
C 1.394 0.073 1.851 -0.019 -1.553 -1.140
C 0.873 -0.846 2.700 0.684 -1.772 -0.409
C 0.014 -0.486 3.678 -0.878 -1.120 1.398
C -0.322 0.816 3.827 -1.002 0.067 0.910
C 0.208 1.726 2.976 -0.471 2.298 0.075
C 0.437 7.019 2.262 -1.126 -0.472 0.106
C -0.428 8.143 2.780 0.387 0.159 0.870
C -0.283 8.318 4.282 -0.506 0.210 -0.129
F -0.036 9.356 2.229 -0.011 0.200 -0.335
O 1.030 6.927 -0.013 -0.887 0.523 -0.048
H 3.903 3.251 0.471 0.091 0.095 -0.241
H 5.255 2.163 0.701 0.070 -0.082 0.003
H 3.824 1.586 -0.121 0.061 -0.091 -0.220
H 2.985 2.665 2.418 0.425 -0.362 0.473
H 2.887 0.978 1.907 2.195 0.500 0.899
H 5.536 1.117 2.704 0.077 -0.089 -0.067
H 4.188 0.677 3.747 0.147 -0.272 0.082
H 4.015 2.752 4.736 -0.045 0.242 0.137
H 5.731 2.449 4.741 0.174 -0.073 -0.030
H 5.643 3.678 2.394 0.072 0.263 -0.139
H 4.132 4.356 3.038 -0.050 0.053 -0.411
H 5.230 5.224 4.986 0.203 -0.047 0.271
H 6.823 4.708 4.385 0.103 0.007 0.067
H 4.836 6.676 3.216 -0.014 0.238 -0.258
H 6.425 7.091 3.875 -0.186 0.256 0.097
H 6.562 5.202 1.546 -0.137 -0.147 0.166
H 7.619 6.480 2.079 0.155 -0.129 0.010
H 6.502 6.846 -0.078 0.026 0.047 -0.153
H 6.182 8.166 1.004 -0.131 0.124 0.203
H 4.307 5.775 1.011 -0.034 -0.007 0.292
H 3.942 7.502 1.304 -0.352 -0.270 0.253
H 4.766 6.855 -1.467 0.033 -0.212 -0.164
H 3.240 6.118 -0.937 0.093 -0.167 -0.044
H 3.917 8.967 -1.374 -0.035 0.216 0.134
H 2.726 8.640 -0.127 -0.274 -0.057 -0.010
H 2.015 8.906 -2.694 -0.229 0.015 -0.156
H 2.602 7.239 -2.848 -0.114 -0.119 -0.070
H 0.868 6.056 -2.128 -0.233 -0.231 0.448
H -0.035 7.615 -2.883 -0.207 0.339 0.370
H -1.668 7.725 0.487 0.613 0.213 0.801
H -2.545 5.173 -0.500 -0.069 -0.442 0.100
H -3.410 6.422 0.354 -0.286 -0.082 0.222
H -2.172 3.630 1.591 0.301 0.224 0.099
H 1.601 4.929 1.027 0.204 0.118 0.082
H 0.169 4.471 1.917 0.059 -0.130 0.022
H 0.380 4.366 -1.152 -0.082 0.235 -0.085
H -0.946 3.726 -0.190 -0.164 0.101 -0.100
H 2.546 2.033 0.842 -2.001 0.288 -1.200
H 2.061 -0.265 1.070 -0.102 0.061 -0.233
H 1.152 -1.884 2.595 0.002 -0.145 -0.072
H -0.411 -1.231 4.333 0.000 -0.136 0.093
H -1.019 1.107 4.594 -0.098 0.186 0.132
H -0.062 2.769 3.080 0.072 0.100 0.052
H 1.467 7.360 2.217 0.101 0.075 -0.225
H 0.390 6.247 3.028 0.007 -0.078 0.085
H -1.490 8.016 2.586 -0.053 -0.134 -0.327
H -0.723 7.474 4.809 0.181 -0.165 0.066
H -0.868 9.199 4.546 0.059 0.114 0.173
H 0.750 8.493 4.570 0.141 -0.149 0.043
C 8.887 -3.611 1.014 -0.187 -0.069 -0.200
C 8.268 -2.805 2.137 0.404 -0.185 0.081
O 7.084 -2.122 1.706 -0.031 0.088 0.078
C 5.990 -2.878 1.609 0.050 -0.002 -0.089
O 5.915 -4.054 1.860 -0.014 0.018 0.034
O 4.996 -2.109 1.171 -0.079 0.100 0.027
C 3.768 -2.801 0.935 -0.279 -0.079 -0.096
H 9.062 -2.978 0.143 0.099 0.057 0.064
H 9.835 -4.044 1.334 0.009 0.036 0.021
H 8.227 -4.419 0.702 0.002 -0.034 0.098
H 8.958 -2.027 2.458 -0.162 0.160 -0.047
H 8.049 -3.428 3.004 -0.153 -0.044 -0.072
H 3.457 -3.367 1.811 0.131 -0.084 0.007
H 3.867 -3.458 0.073 -0.011 -0.093 0.074
H 3.010 -2.053 0.717 0.196 0.093 -0.038
C -2.073 -1.290 -0.769 -0.275 -0.098 -0.008
C -1.100 -2.310 -0.219 0.147 0.405 -0.317
O -1.748 -3.229 0.681 0.127 -0.067 0.078
C -2.466 -4.190 0.111 0.019 0.177 0.060
O -2.606 -4.376 -1.070 0.014 -0.072 -0.079
O -3.019 -4.922 1.082 0.008 -0.100 0.046
C -3.894 -5.951 0.615 -0.170 -0.171 0.017
H -2.593 -0.785 0.047 0.117 0.079 0.026
H -1.547 -0.547 -1.368 0.058 0.014 0.060
H -2.830 -1.765 -1.393 0.064 -0.040 -0.056
H -0.337 -1.803 0.367 -0.067 -0.141 0.207
H -0.594 -2.853 -1.018 -0.116 -0.160 0.005
H -3.401 -6.586 -0.118 -0.005 0.099 -0.087
H -4.795 -5.511 0.190 0.035 -0.044 -0.120
H -4.170 -6.555 1.475 0.084 0.132 0.115
C -0.204 -3.310 -4.735 0.137 0.196 0.019
C 0.615 -4.581 -4.662 -0.523 0.020 0.060
O 2.007 -4.324 -4.900 0.102 -0.142 0.139
C 2.679 -3.800 -3.875 -0.167 0.160 -0.042
O 2.232 -3.544 -2.785 0.079 -0.109 -0.048
O 3.932 -3.588 -4.274 0.081 -0.080 0.017
C 4.750 -2.937 -3.302 0.238 0.191 0.137
H -0.027 -2.795 -5.681 -0.057 -0.080 -0.058
H -1.267 -3.534 -4.648 0.012 -0.042 0.009
H 0.068 -2.622 -3.936 -0.029 -0.050 0.073
H 0.301 -5.267 -5.447 0.230 -0.035 -0.067
H 0.483 -5.092 -3.709 0.110 0.101 0.067
H 4.727 -3.464 -2.351 -0.107 0.019 0.008
H 4.423 -1.906 -3.172 -0.066 -0.035 0.116
H 5.769 -2.936 -3.681 -0.071 -0.100 -0.186
C -8.511 -9.303 -2.654 -0.182 0.103 0.199
C -7.091 -9.361 -2.134 -0.097 -0.242 -0.394
O -6.886 -8.441 -1.053 0.144 0.013 0.020
C -7.363 -8.829 0.129 -0.096 0.085 -0.076
O -7.924 -9.867 0.365 0.047 -0.022 0.021
O -7.121 -7.855 1.008 0.088 0.005 0.055
C -7.657 -8.094 2.311 -0.084 0.056 0.267
H -8.778 -8.279 -2.920 0.076 -0.010 -0.104
H -8.621 -9.937 -3.534 0.042 0.012 -0.014
H -9.220 -9.638 -1.898 0.050 -0.088 0.002
H -6.397 -9.058 -2.916 0.081 0.173 0.141
H -6.817 -10.370 -1.827 -0.070 0.032 0.162
H -7.335 -9.058 2.699 -0.063 -0.057 -0.095
H -8.745 -8.038 2.285 -0.003 -0.109 -0.003
H -7.280 -7.309 2.961 0.080 0.088 -0.162
C -10.720 -3.020 3.692 -0.279 -0.098 -0.025
C -9.931 -3.929 4.609 0.243 0.314 -0.275
O -10.788 -4.648 5.510 0.078 -0.067 0.096
C -11.427 -5.689 4.986 -0.069 0.155 -0.009
O -11.341 -6.081 3.851 0.049 -0.080 0.003
O -12.200 -6.221 5.935 0.020 -0.046 0.028
C -13.016 -7.305 5.486 -0.149 -0.181 0.043
H -11.363 -2.358 4.273 0.108 0.070 0.035
H -10.048 -2.416 3.084 0.030 0.004 0.037
H -11.362 -3.596 3.026 0.085 -0.046 -0.037
H -9.270 -3.337 5.238 -0.102 -0.096 0.192
H -9.309 -4.625 4.046 -0.138 -0.114 -0.009
H -12.418 -8.069 4.993 0.014 0.071 -0.090
H -13.789 -6.938 4.812 0.070 -0.031 -0.093
H -13.486 -7.733 6.367 0.067 0.130 0.091
C 2.112 -4.175 -8.057 0.151 0.148 -0.337
C 0.771 -4.695 -8.525 0.256 -0.198 0.386
O 0.210 -3.872 -9.561 -0.145 -0.030 -0.028
C 0.727 -4.046 -10.774 0.050 0.069 0.106
O 1.591 -4.829 -11.076 -0.034 -0.028 -0.046
O 0.125 -3.192 -11.605 -0.040 -0.009 -0.040
C 0.641 -3.210 -12.936 -0.010 0.068 -0.222
H 2.034 -3.128 -7.759 -0.062 -0.046 0.140
H 2.474 -4.753 -7.211 -0.039 0.013 0.035
H 2.853 -4.230 -8.854 -0.047 -0.094 -0.036
H 0.055 -4.664 -7.705 -0.157 0.155 -0.144
H 0.837 -5.729 -8.862 0.038 0.059 -0.167
H 0.642 -4.218 -13.344 0.088 -0.028 0.071
H 1.648 -2.795 -12.954 0.043 -0.111 0.003
H -0.013 -2.583 -13.536 -0.079 0.047 0.145
```
Forces are in eV/Å.

Properties
total charge = -1
LUMO level = 1.49 eV
HOMO = -5.1 eV
HOMO-LUMO gap = 6.5 eV